Density functional theory data (ωB97M-V/def2-TZVPD) for a cluster of 11 separate species, C48H127N9O16 in total.

Its total charge is 0. As for the relative energy (zero: lowest compared OMol25 entry of this formula, charge and spin): 74.14 kcal/mol. Its SMILES is COC[C@H](C)N.COC[C@H](C)N.COC[C@H](C)N.COC[C@H](C)N.COCCNCCOC.COCCNCCOC.COCCNCCOC.COCCNCCOC.COCCNCCOC.CO.CO. Its HOMO-LUMO gap is 0.32268 Eh.

Each atom is followed by the atoms it is bonded to, with distances in Å.
Element x y z (Å)
1 C -8.505 2.947 5.114  O2 1.362, H7 1.090, H8 1.090, H9 1.090
2 O -8.783 1.692 5.564  C1 1.362, C3 1.486
3 C -7.967 0.632 4.917  O2 1.486, C4 1.540, H10 1.090, H11 1.090
4 C -6.493 0.711 5.357  C3 1.540, C5 1.550, N6 1.449, H12 1.090
5 C -5.548 -0.015 4.365  C4 1.550, H13 1.090, H14 1.090, H15 1.090
6 N -6.365 0.029 6.628  C4 1.449, H16 1.010, H17 1.010
7 H -8.859 3.196 4.114  C1 1.090
8 H -7.468 3.281 5.071  C1 1.090
9 H -9.057 3.674 5.708  C1 1.090
10 H -8.371 -0.346 5.179  C3 1.090
11 H -7.927 0.627 3.827  C3 1.090
12 H -6.175 1.752 5.418  C4 1.090
13 H -5.633 0.468 3.392  C5 1.090
14 H -5.679 -1.094 4.278  C5 1.090
15 H -4.566 0.030 4.835  C5 1.090
16 H -5.438 0.042 7.031  N6 1.010
17 H -7.036 0.319 7.325  N6 1.010
18 C -0.638 5.219 -9.715  O19 1.404, H24 1.090, H25 1.090, H26 1.090
19 O -1.658 4.708 -10.532  C18 1.404, C20 1.431
20 C -2.589 5.597 -11.158  O19 1.431, C21 1.542, H27 1.090, H28 1.090
21 C -3.401 4.940 -12.293  C20 1.542, C22 1.488, N23 1.489, H29 1.090
22 C -4.645 5.679 -12.641  C21 1.488, H30 1.090, H31 1.090, H32 1.090
23 N -3.868 3.613 -11.803  C21 1.489, H33 1.010, H34 1.010
24 H -0.241 6.137 -10.149  C18 1.090
25 H 0.141 4.468 -9.588  C18 1.090
26 H -0.878 5.321 -8.657  C18 1.090
27 H -3.168 5.902 -10.286  C20 1.090
28 H -2.008 6.413 -11.586  C20 1.090
29 H -2.763 4.762 -13.158  C21 1.090
30 H -5.240 5.855 -11.744  C22 1.090
31 H -5.237 5.064 -13.318  C22 1.090
32 H -4.539 6.727 -12.921  C22 1.090
33 H -3.055 3.075 -11.541  N23 1.010
34 H -4.303 3.868 -10.928  N23 1.010
35 C 3.885 -12.186 8.479  O36 1.383, H41 1.090, H42 1.090, H43 1.090
36 O 5.213 -12.442 8.769  C35 1.383, C37 1.450
37 C 6.182 -11.371 8.638  O36 1.450, C38 1.503, H44 1.090, H45 1.090
38 C 7.501 -12.023 8.949  C37 1.503, C39 1.541, N40 1.509, H46 1.090
39 C 7.707 -13.373 8.234  C38 1.541, H47 1.090, H48 1.090, H49 1.090
40 N 7.969 -12.034 10.384  C38 1.509, H50 1.010, H51 1.010
41 H 3.144 -12.976 8.603  C35 1.090
42 H 3.842 -11.873 7.436  C35 1.090
43 H 3.522 -11.445 9.191  C35 1.090
44 H 6.187 -10.980 7.621  C37 1.090
45 H 6.020 -10.485 9.251  C37 1.090
46 H 8.303 -11.377 8.593  C38 1.090
47 H 7.065 -14.088 8.747  C39 1.090
48 H 8.697 -13.644 8.602  C39 1.090
49 H 7.604 -13.387 7.149  C39 1.090
50 H 7.078 -12.156 10.843  N40 1.010
51 H 8.318 -11.208 10.849  N40 1.010
52 C -5.860 1.210 -7.536  O53 1.352, H58 1.090, H59 1.090, H60 1.090
53 O -4.525 1.037 -7.419  C52 1.352, C54 1.417
54 C -4.189 -0.310 -7.138  O53 1.417, C55 1.549, H61 1.090, H62 1.090
55 C -2.864 -0.655 -7.864  C54 1.549, C56 1.548, N57 1.481, H63 1.090
56 C -2.396 -2.131 -7.835  C55 1.548, H64 1.090, H65 1.090, H66 1.090
57 N -1.811 0.246 -7.342  C55 1.481, H67 1.010, H68 1.010
58 H -5.998 2.290 -7.575  C52 1.090
59 H -6.502 0.837 -6.738  C52 1.090
60 H -6.182 0.708 -8.449  C52 1.090
61 H -4.049 -0.498 -6.074  C54 1.090
62 H -4.928 -1.066 -7.404  C54 1.090
63 H -2.877 -0.337 -8.906  C55 1.090
64 H -2.823 -2.660 -8.686  C56 1.090
65 H -2.672 -2.565 -6.874  C56 1.090
66 H -1.307 -2.138 -7.885  C56 1.090
67 H -2.059 1.087 -7.843  N57 1.010
68 H -2.113 0.470 -6.405  N57 1.010
69 C -6.802 13.734 -6.299  O70 1.409, H78 1.090, H79 1.090, H80 1.090
70 O -5.777 14.241 -5.476  C69 1.409, C71 1.438
71 C -6.388 14.925 -4.368  O70 1.438, C72 1.533, H81 1.090, H82 1.090
72 C -5.344 15.219 -3.285  C71 1.533, N73 1.427, H83 1.090, H84 1.090
73 N -4.620 14.046 -2.919  C72 1.427, C74 1.479, H85 1.010
74 C -5.466 13.213 -2.036  N73 1.479, C75 1.540, H86 1.090, H87 1.090
75 C -4.943 11.774 -1.871  C74 1.540, O76 1.432, H88 1.090, H89 1.090
76 O -5.985 11.036 -1.221  C75 1.432, C77 1.413
77 C -5.681 9.723 -0.795  O76 1.413, H90 1.090, H91 1.090, H92 1.090
78 H -7.401 12.917 -5.898  C69 1.090
79 H -6.323 13.378 -7.212  C69 1.090
80 H -7.403 14.561 -6.677  C69 1.090
81 H -7.175 14.314 -3.925  C71 1.090
82 H -6.930 15.763 -4.807  C71 1.090
83 H -5.831 15.756 -2.470  C72 1.090
84 H -4.540 15.799 -3.737  C72 1.090
85 H -4.393 13.579 -3.785  N73 1.010
86 H -6.509 13.076 -2.321  C74 1.090
87 H -5.498 13.619 -1.025  C74 1.090
88 H -4.043 11.750 -1.257  C75 1.090
89 H -4.686 11.288 -2.812  C75 1.090
90 H -5.083 9.906 0.098  C77 1.090
91 H -5.005 9.187 -1.461  C77 1.090
92 H -6.620 9.193 -0.641  C77 1.090
93 C 2.712 5.434 4.955  O94 1.348, H102 1.090, H103 1.090, H104 1.090
94 O 2.113 6.642 4.979  C93 1.348, C95 1.475
95 C 0.646 6.501 4.915  O94 1.475, C96 1.507, H105 1.090, H106 1.090
96 C 0.021 7.828 5.262  C95 1.507, N97 1.463, H107 1.090, H108 1.090
97 N 0.546 8.409 6.499  C96 1.463, C98 1.498, H109 1.010
98 C -0.069 9.765 6.663  N97 1.498, C99 1.532, H110 1.090, H111 1.090
99 C 0.333 10.766 5.574  C98 1.532, O100 1.486, H112 1.090, H113 1.090
100 O -0.037 12.116 6.073  C99 1.486, C101 1.466
101 C -0.586 13.050 5.086  O100 1.466, H114 1.090, H115 1.090, H116 1.090
102 H 2.178 4.651 5.494  C93 1.090
103 H 3.616 5.679 5.513  C93 1.090
104 H 2.846 5.214 3.896  C93 1.090
105 H 0.202 5.837 5.656  C95 1.090
106 H 0.325 6.116 3.947  C95 1.090
107 H -1.019 7.592 5.485  C96 1.090
108 H 0.113 8.425 4.355  C96 1.090
109 H 1.527 8.528 6.295  N97 1.010
110 H 0.290 10.243 7.575  C98 1.090
111 H -1.159 9.739 6.650  C98 1.090
112 H -0.296 10.580 4.703  C99 1.090
113 H 1.389 10.673 5.322  C99 1.090
114 H -1.493 12.637 4.645  C101 1.090
115 H 0.125 13.274 4.290  C101 1.090
116 H -0.627 13.984 5.647  C101 1.090
117 C 4.906 -7.070 -3.157  O118 1.437, H126 1.090, H127 1.090, H128 1.090
118 O 6.162 -7.754 -3.296  C117 1.437, C119 1.436
119 C 7.004 -7.289 -4.363  O118 1.436, C120 1.558, H129 1.090, H130 1.090
120 C 7.730 -6.050 -3.758  C119 1.558, N121 1.500, H131 1.090, H132 1.090
121 N 8.323 -6.110 -2.381  C120 1.500, C122 1.457, H133 1.010
122 C 9.397 -7.092 -2.318  N121 1.457, C123 1.553, H134 1.090, H135 1.090
123 C 10.226 -7.247 -1.013  C122 1.553, O124 1.458, H136 1.090, H137 1.090
124 O 9.458 -8.007 -0.033  C123 1.458, C125 1.512
125 C 9.744 -9.484 -0.179  O124 1.512, H138 1.090, H139 1.090, H140 1.090
126 H 4.888 -5.988 -3.287  C117 1.090
127 H 4.403 -7.331 -2.226  C117 1.090
128 H 4.270 -7.194 -4.033  C117 1.090
129 H 6.498 -6.968 -5.273  C119 1.090
130 H 7.739 -8.063 -4.585  C119 1.090
131 H 7.094 -5.172 -3.867  C120 1.090
132 H 8.522 -5.837 -4.476  C120 1.090
133 H 7.576 -6.353 -1.747  N121 1.010
134 H 10.215 -6.801 -2.978  C122 1.090
135 H 9.063 -8.028 -2.765  C122 1.090
136 H 10.376 -6.314 -0.469  C123 1.090
137 H 11.227 -7.623 -1.224  C123 1.090
138 H 9.175 -9.818 0.689  C125 1.090
139 H 10.803 -9.743 -0.176  C125 1.090
140 H 9.219 -9.800 -1.080  C125 1.090
141 C -2.093 -8.125 6.938  O142 1.371, H150 1.090, H151 1.090, H152 1.090
142 O -2.421 -8.949 5.893  C141 1.371, C143 1.455
143 C -2.081 -8.374 4.599  O142 1.455, C144 1.510, H153 1.090, H154 1.090
144 C -2.284 -9.271 3.402  C143 1.510, N145 1.464, H155 1.090, H156 1.090
145 N -1.149 -10.150 3.120  C144 1.464, C146 1.440, H157 1.010
146 C -1.263 -11.002 1.964  N145 1.440, C147 1.529, H158 1.090, H159 1.090
147 C -0.051 -11.851 1.578  C146 1.529, O148 1.419, H160 1.090, H161 1.090
148 O 0.856 -10.978 0.923  C147 1.419, C149 1.441
149 C 2.253 -11.260 1.138  O148 1.441, H162 1.090, H163 1.090, H164 1.090
150 H -2.257 -8.766 7.804  C141 1.090
151 H -2.822 -7.318 7.017  C141 1.090
152 H -1.061 -7.776 6.940  C141 1.090
153 H -1.104 -7.892 4.606  C143 1.090
154 H -2.798 -7.557 4.521  C143 1.090
155 H -2.556 -8.683 2.526  C144 1.090
156 H -3.043 -10.025 3.615  C144 1.090
157 H -0.395 -9.534 2.849  N145 1.010
158 H -1.630 -10.408 1.127  C146 1.090
159 H -2.001 -11.761 2.224  C146 1.090
160 H -0.341 -12.555 0.799  C147 1.090
161 H 0.434 -12.398 2.386  C147 1.090
162 H 2.637 -11.979 0.415  C149 1.090
163 H 2.609 -11.562 2.123  C149 1.090
164 H 2.874 -10.384 0.947  C149 1.090
165 C -0.154 2.482 -1.780  O166 1.433, H174 1.090, H175 1.090, H176 1.090
166 O 0.089 1.073 -1.866  C165 1.433, C167 1.419
167 C 1.406 0.544 -1.877  O166 1.419, C168 1.571, H177 1.090, H178 1.090
168 C 1.330 -0.991 -1.549  C167 1.571, N169 1.515, H179 1.090, H180 1.090
169 N 0.610 -1.281 -0.248  C168 1.515, C170 1.435, H181 1.010
170 C 0.578 -2.614 0.285  N169 1.435, C171 1.564, H182 1.090, H183 1.090
171 C 2.017 -3.065 0.700  C170 1.564, O172 1.389, H184 1.090, H185 1.090
172 O 1.983 -4.410 1.043  C171 1.389, C173 1.447
173 C 3.279 -4.977 1.348  O172 1.447, H186 1.090, H187 1.090, H188 1.090
174 H 0.615 3.131 -2.199  C165 1.090
175 H -0.121 2.801 -0.738  C165 1.090
176 H -1.036 2.707 -2.380  C165 1.090
177 H 2.068 0.991 -1.136  C167 1.090
178 H 1.830 0.661 -2.874  C167 1.090
179 H 2.299 -1.478 -1.656  C168 1.090
180 H 0.812 -1.380 -2.427  C168 1.090
181 H -0.298 -0.846 -0.176  N169 1.010
182 H 0.024 -3.285 -0.371  C170 1.090
183 H -0.030 -2.457 1.176  C170 1.090
184 H 2.400 -2.464 1.525  C171 1.090
185 H 2.735 -2.949 -0.112  C171 1.090
186 H 3.227 -5.949 1.839  C173 1.090
187 H 3.713 -4.334 2.114  C173 1.090
188 H 4.016 -4.944 0.546  C173 1.090
189 C 3.422 -4.100 8.045  O190 1.416, H191 1.090, H192 1.090, H193 1.090
190 O 2.349 -3.818 7.164  C189 1.416, H194 0.960
191 H 4.210 -3.349 7.994  C189 1.090
192 H 3.252 -4.344 9.094  C189 1.090
193 H 3.895 -5.025 7.716  C189 1.090
194 H 2.521 -4.182 6.292  O190 0.960
195 C 3.646 8.924 -4.953  O196 1.386, H197 1.090, H198 1.090, H199 1.090
196 O 2.893 9.103 -3.804  C195 1.386, H200 0.960
197 H 3.847 9.859 -5.476  C195 1.090
198 H 4.466 8.297 -4.603  C195 1.090
199 H 3.246 8.279 -5.735  C195 1.090
200 H 2.162 9.632 -4.133  O196 0.960